This record from the OMol25 dataset describes a 8-piece molecular cluster, C28H68O14S2 overall in a non-equilibrium geometry. The level of theory is ωB97M-V/def2-TZVPD.

The calculation puts the HOMO-LUMO gap at 9.267 eV.

Each atom is followed by the atoms it is bonded to, with distances in Å.
Atoms and positions in Å:
1 H -2.2090 -0.8122 4.5248  C92 1.101
2 C -3.1073 -4.2249 2.6051  C19 1.464, H37 1.073, H53 1.107, O54 1.445
3 H -6.9680 3.4246 3.1444  C43 1.082
4 H 0.8876 5.2601 -0.4220  C98 1.101
5 C 2.7504 -1.5913 -5.7746  C38 1.557, O39 1.401, H89 1.100, H107 1.099
6 H 4.1472 -1.7590 -7.6351  C38 1.095
7 H -2.5655 -4.1732 0.4801  C19 1.077
8 H 2.1030 3.8587 1.1761  C57 1.076
9 H 3.0780 0.2190 3.8673  C11 1.116
10 H 1.9038 -2.0839 3.3230  C33 1.101
11 C 2.2892 0.0554 3.0954  H9 1.116, O31 1.430, H32 1.077, C33 1.518
12 H 5.7742 -0.6680 -0.8855  C51 1.104
13 H -7.3229 -0.0467 -2.1458  C86 1.099
14 H 3.7110 1.3681 -3.5108  C61 1.095
15 S -4.3089 -0.1032 -2.0147  O62 1.435, O69 1.592, O87 1.616, O101 1.474
16 H -2.5396 3.2034 -0.8501  C75 1.079
17 H -1.8725 0.9312 0.9826  C40 1.071
18 H 5.8164 2.0492 -1.0230  C52 1.070
19 C -3.3926 -4.2009 1.1690  C2 1.464, H7 1.077, H50 1.108, H78 1.112
20 O 0.1075 0.6334 0.9465  C40 1.447, S94 1.624
21 C 0.6700 1.6874 3.9440  O31 1.410, H34 1.088, H67 1.065, C109 1.536
22 H 5.7768 -1.4075 -2.5370  C51 1.086
23 H -0.5654 2.7487 5.4407  C109 1.097
24 H -5.4876 -0.2567 -4.5720  C55 1.089
25 H -5.8231 2.0884 0.5672  C96 1.102
26 H -1.6449 -3.8943 4.6045  C91 1.099
27 H 6.1506 -2.5451 0.2941  C111 1.107
28 H -3.1378 4.6557 0.9957  C76 1.112
29 H 3.5329 -2.4392 -2.1654  C59 1.118
30 H 7.0187 -4.9086 -0.4786  C56 1.090
31 O 0.9828 0.3580 3.5919  C11 1.430, C21 1.410
32 H 2.5125 0.7461 2.3005  C11 1.077
33 C 2.2549 -1.3668 2.5654  H10 1.101, C11 1.518, H81 1.090, H102 1.081
34 H 0.2712 2.2623 3.1111  C21 1.088
35 H 3.5861 -1.8534 -0.4757  C59 1.084
36 H -1.2491 0.0637 2.4230  C40 1.084
37 H -4.0187 -4.3471 3.1588  C2 1.073
38 C 3.9623 -2.0977 -6.6103  C5 1.557, H6 1.095, H82 1.099, H104 1.101
39 O 2.9100 -0.2512 -5.3977  C5 1.401, C41 1.445
40 C -1.2055 0.1761 1.3458  H17 1.071, O20 1.447, H36 1.084, C90 1.460
41 C 2.1213 0.2133 -4.2801  O39 1.445, C61 1.507, H65 1.109, H110 1.117
42 H 4.5325 -0.2186 -2.0497  C51 1.108
43 C -7.0133 2.8511 2.2286  H3 1.082, H74 1.085, H84 1.105, C96 1.499
44 H 3.9608 2.3127 0.6315  C73 1.104
45 O -0.2527 1.2153 -1.5472  S94 1.435
46 H -5.1141 2.0274 2.2522  C96 1.114
47 H 5.5309 -5.5474 0.3234  C56 1.100
48 H 2.8493 2.1694 -4.8169  C61 1.096
49 H -0.3664 4.1443 0.1769  C98 1.108
50 H -3.8914 -5.1651 0.9462  C19 1.108
51 C 5.1598 -1.0668 -1.7112  H12 1.104, H22 1.086, H42 1.108, C59 1.517
52 C 5.1196 2.8557 -1.1173  H18 1.070, H60 1.087, H63 1.095, C73 1.495
53 H -2.4789 -5.0888 2.8939  C2 1.107
54 O -2.4291 -3.0089 2.9902  C2 1.445, C91 1.410
55 C -6.0223 -0.6250 -3.6975  H24 1.089, O69 1.438, H79 1.079, C86 1.505
56 C 6.2849 -4.7464 0.3110  H30 1.090, H47 1.100, C111 1.516, H112 1.084
57 C 1.7867 3.4204 0.2462  H8 1.076, O95 1.403, C98 1.552, H108 1.096
58 H -0.6073 -1.5261 4.1727  C92 1.108
59 C 4.2009 -2.1719 -1.3099  H29 1.118, H35 1.084, C51 1.517, O77 1.441
60 H 4.8967 3.1004 -2.1531  C52 1.087
61 C 2.7124 1.5525 -3.9208  H14 1.095, C41 1.507, H48 1.096, H93 1.088
62 O -4.0805 -0.3861 -0.6261  S15 1.435
63 H 5.5538 3.7593 -0.6777  C52 1.095
64 O 1.5685 -0.2951 -0.8406  S94 1.432
65 H 1.0389 0.3302 -4.4889  C41 1.109
66 O -5.0506 3.8732 1.3250  C76 1.400, C96 1.428
67 H 1.5776 2.1692 4.2257  C21 1.065
68 H 3.4084 1.5503 -0.8561  C73 1.075
69 O -5.1051 -1.2490 -2.7819  S15 1.592, C55 1.438
70 H 4.7590 -3.4022 1.0148  C111 1.107
71 H -7.1302 1.2496 -3.3774  C86 1.084
72 H 0.4611 3.9313 -1.4134  C98 1.084
73 C 3.8409 2.4506 -0.4576  H44 1.104, C52 1.495, H68 1.075, O95 1.441
74 H -7.7109 3.3750 1.5836  C43 1.085
75 C -3.5507 3.1998 -0.4727  H16 1.079, C76 1.528, H88 1.103, H99 1.101
76 C -3.7093 3.7018 0.9622  H28 1.112, O66 1.400, C75 1.528, H106 1.105
77 O 4.8576 -3.4274 -1.0503  C59 1.441, C111 1.416
78 H -4.1616 -3.4439 0.9008  C19 1.112
79 H -6.7322 -1.3792 -4.0014  C55 1.079
80 H -3.2243 -3.0465 4.8318  C91 1.116
81 H 1.7394 -1.4478 1.6086  C33 1.090
82 H 4.8419 -1.8726 -5.9918  C38 1.099
83 H -2.5029 -1.2536 0.5935  C90 1.091
84 H -7.5077 1.8917 2.4671  C43 1.105
85 O -0.7961 -0.9401 -0.5686  C90 1.412, S94 1.589
86 C -6.6313 0.4516 -2.8394  H13 1.099, C55 1.505, H71 1.084, O87 1.449
87 O -5.4820 1.0005 -2.1480  S15 1.616, C86 1.449
88 H -3.9074 2.1680 -0.6285  C75 1.103
89 H 2.6932 -2.2559 -4.9004  C5 1.100
90 C -1.4255 -1.1071 0.6843  C40 1.460, H83 1.091, O85 1.412, H97 1.081
91 C -2.2053 -2.9755 4.3815  H26 1.099, O54 1.410, H80 1.116, C92 1.513
92 C -1.5458 -1.6635 4.7450  H1 1.101, H58 1.108, C91 1.513, H103 1.090
93 H 2.0969 2.0657 -3.1851  C61 1.088
94 S 0.2608 0.2457 -0.6228  O20 1.624, O45 1.435, O64 1.432, O85 1.589
95 O 2.8740 3.5037 -0.6358  C57 1.403, C73 1.441
96 C -5.7105 2.6228 1.5239  H25 1.102, C43 1.499, H46 1.114, O66 1.428
97 H -0.9870 -1.8969 1.2775  C90 1.081
98 C 0.5952 4.2001 -0.3715  H4 1.101, H49 1.108, C57 1.552, H72 1.084
99 H -4.1280 3.8711 -1.1264  C75 1.101
100 H -1.3426 1.3475 4.7340  C109 1.087
101 O -3.1668 0.3088 -2.8503  S15 1.474
102 H 3.2835 -1.6334 2.3683  C33 1.081
103 H -1.2641 -1.6501 5.7975  C92 1.090
104 H 3.8896 -3.1953 -6.6487  C38 1.101
105 H -0.1150 1.1037 5.9204  C109 1.099
106 H -3.2901 2.9820 1.6889  C76 1.105
107 H 1.7521 -1.6706 -6.2279  C5 1.099
108 H 1.4202 2.3918 0.3365  C57 1.096
109 C -0.3820 1.7358 5.0621  C21 1.536, H23 1.097, H100 1.087, H105 1.099
110 H 2.2498 -0.5047 -3.4344  C41 1.117
111 C 5.5132 -3.4459 0.2053  H27 1.107, C56 1.516, H70 1.107, O77 1.416
112 H 6.8107 -4.7945 1.2580  C56 1.084

This record from the OMol25 dataset describes an isolated ion of composition C3H6N3O and charge +1 in a non-equilibrium geometry. The level of theory is ωB97M-V/def2-TZVPD.

Its charge is +1. The calculation puts the HOMO-LUMO gap at 8.996 eV. For the relative energy (zero: lowest compared OMol25 entry of this formula, charge and spin), the calculation gives 58.0 kcal per mole.

Each atom is followed by the atoms it is bonded to, with distances in Å.
Atoms and positions in Å:
1 H 1.5649 1.9241 -0.1143  C4 1.092
2 O -2.8229 0.0535 0.0764  C3 1.304, H12 0.971
3 C -1.8236 -0.7839 0.1155  O2 1.304, H6 1.085, N13 1.268
4 C 1.1074 1.0145 0.2814  H1 1.092, N8 1.412, H10 1.099, N11 1.441
5 H 2.3271 -2.2452 -0.2348  C7 1.061
6 H -2.1061 -1.8105 0.3217  C3 1.085
7 C 2.1340 -1.2133 -0.0792  H5 1.061, N11 1.156
8 N -0.1236 0.7304 -0.3497  C4 1.412, H9 1.020, N13 1.413
9 H -0.1170 0.9027 -1.3554  N8 1.020
10 H 0.9799 1.0993 1.3696  C4 1.099
11 N 2.0321 -0.0762 0.1052  C4 1.441, C7 1.156
12 H -2.5658 0.9782 -0.0724  O2 0.971
13 N -0.5863 -0.5736 -0.0639  C3 1.268, N8 1.413

This record from the OMol25 dataset describes a 2-piece molecular cluster, C5H8O2 overall in a non-equilibrium geometry. The level of theory is ωB97M-V/def2-TZVPD.

The calculation puts the HOMO-LUMO gap (alpha / beta) at 8.133 / 8.134 eV. For the relative energy (zero: lowest compared OMol25 entry of this formula, charge and spin), the calculation gives 113.8 kcal per mole.

Each atom is followed by the atoms it is bonded to, with distances in Å.
Atoms and positions in Å:
1 C -1.9766 0.6938 -0.2072  H3 1.088, H10 1.086, C14 1.462
2 H 1.8098 -0.4508 -1.1602  C5 1.102
3 H -2.6716 1.1204 -0.9273  C1 1.088
4 C -1.5626 -1.5640 -0.0590  O11 1.150
5 C 1.7116 -0.4128 -0.0631  H2 1.102, O6 1.426, H8 1.101, C9 1.493
6 O 2.5583 0.5957 0.4849  C5 1.426, H15 0.966
7 H -0.2940 0.7098 -1.5769  C14 1.092
8 H 1.9956 -1.4031 0.3263  C5 1.101
9 C 0.2944 -0.1246 0.3074  C5 1.493, H12 1.088, C14 1.409
10 H -2.2598 0.7525 0.8395  C1 1.086
11 O -1.6957 -2.4889 -0.7288  C4 1.150
12 H 0.0788 -0.1379 1.3739  C9 1.088
13 H -0.8092 1.7454 -0.1525  C14 1.186
14 C -0.5487 0.6471 -0.5166  C1 1.462, H7 1.092, C9 1.409, H13 1.186
15 H 3.4728 0.3190 0.3443  O6 0.966

This record from the OMol25 dataset describes an isolated ion of composition C3H6NO5S and charge -1 in a non-equilibrium geometry. The level of theory is ωB97M-V/def2-TZVPD.

Its charge is -1. The calculation puts the HOMO-LUMO gap at 9.105 eV. For the relative energy (zero: lowest compared OMol25 entry of this formula, charge and spin), the calculation gives 0.0 kcal per mole.

Each atom is followed by the atoms it is bonded to, with distances in Å.
Atoms and positions in Å:
1 H 1.5178 0.9704 0.1210  C11 1.107
2 H 0.3321 1.9790 0.8516  C11 1.073
3 O -2.6973 0.8036 -0.9799  C4 1.270, S8 1.782
4 C -1.6797 1.3758 -0.4789  O3 1.270, O10 1.229, N16 1.467
5 H 0.3640 -1.3244 -0.7170  C12 1.132
6 H 0.4980 0.4610 1.5999  C11 1.082
7 O -4.7849 0.2657 0.2485  S8 1.457
8 S -3.4671 -0.3464 0.1425  O3 1.782, O7 1.457, O9 1.442, O15 1.478
9 O -3.4569 -1.6215 -0.5309  S8 1.442
10 O -1.6084 2.5497 -0.1226  C4 1.229
11 C 0.5372 0.9484 0.6344  H1 1.107, H2 1.073, H6 1.082, N16 1.424
12 C -0.6723 -0.8709 -0.6771  H5 1.132, H13 1.130, H14 1.123, N16 1.513
13 H -1.1323 -1.1673 -1.6656  C12 1.130
14 H -1.3201 -1.3691 0.0925  C12 1.123
15 O -2.5442 -0.3097 1.2964  S8 1.478
16 N -0.4563 0.5828 -0.3173  C4 1.467, C11 1.424, C12 1.513

This record from the OMol25 dataset describes a 2-piece molecular cluster, C3H9O overall in a non-equilibrium geometry. The level of theory is ωB97M-V/def2-TZVPD.

Its charge is -1. The calculation puts the HOMO-LUMO gap at 5.507 eV. For the relative energy (zero: lowest compared OMol25 entry of this formula, charge and spin), the calculation gives 10.8 kcal per mole.

Each atom is followed by the atoms it is bonded to, with distances in Å.
Atoms and positions in Å:
1 H -2.9059 0.3345 2.1277  C12 1.089
2 H 3.6726 -1.2015 -1.3245  C7 1.095
3 C 1.8108 0.0451 -1.2899  C7 1.591, H9 1.123, O11 1.328, H13 1.123
4 H -3.4573 0.7213 0.5186  C12 1.084
5 H -3.7316 1.8760 1.8127  C12 1.080
6 H -4.6168 0.2946 1.8168  C12 1.085
7 C 2.8093 -1.0290 -0.6731  H2 1.095, C3 1.591, H8 1.089, H10 1.101
8 H 3.0925 -0.6260 0.2976  C7 1.089
9 H 0.8151 -0.4695 -1.3522  C3 1.123
10 H 2.3410 -2.0187 -0.5565  C7 1.101
11 O 1.7505 1.1649 -0.5787  C3 1.328
12 C -3.7026 0.8246 1.5692  H1 1.089, H4 1.084, H5 1.080, H6 1.085
13 H 2.1224 0.0837 -2.3677  C3 1.123

Number 1: DFT total energy -2957.188210 Eh. Number 2: DFT total energy -357.064254 Eh. Number 3: DFT total energy -345.623626 Eh. Number 4: DFT total energy -947.129492 Eh. Number 5: DFT total energy -194.897334 Eh.